{"formula": "C5H7NO", "method": "ωB97M-V/def2-TZVPD", "total_charge": 0, "e_tot_ev": -8831.175, "relative_energy_kcal_mol": 115.9, "symbols": ["C", "C", "N", "C", "C", "C", "O", "H", "H", "H", "H", "H", "H", "H"], "positions_angstrom": [[-1.736488, 0.034850, -0.024354], [-0.240615, -0.035240, 0.140692], [0.288557, -0.955483, 1.160046], [0.465132, 0.469550, 1.351833], [1.850921, 0.334723, -1.507906], [0.568576, 0.063658, -1.083411], [0.197789, 0.033688, -2.287099], [-2.034799, 1.006268, -0.431511], [-2.214375, -0.106002, 0.948794], [-2.090977, -0.746160, -0.703911], [1.149941, -1.394627, 0.842494], [-0.132835, 0.908559, 2.146443], [2.477101, -0.523331, -1.764168], [1.452068, 0.909542, 1.212053]], "atomic_forces_ev_per_a": [[-0.0261, 0.0002, 0.0140], [-0.0884, 0.1022, -0.2019], [0.1474, -0.2115, -0.0080], [0.0861, 0.2715, 0.1432], [-0.0424, -0.0974, 0.0183], [0.0562, -0.0032, -0.0624], [0.0151, 0.0442, 0.1648], [0.0496, -0.1420, 0.0458], [0.0829, 0.0139, -0.1401], [0.0665, 0.1003, 0.0943], [-0.0847, 0.0657, 0.0417], [0.0418, -0.0780, -0.1420], [-0.1215, 0.0309, 0.0126], [-0.1824, -0.0968, 0.0196]]}